No. 1
ORCA calculation (ωB97M-V/def2-TZVPD) on a single C2H7NO molecule in a non-equilibrium geometry.

The geometry in XYZ format:
```
11
Properties=species:S:1:pos:R:3:forces:R:3
N 1.211 1.098 0.171 0.11 0.09 0.94
C 0.519 -0.162 -0.068 -0.29 1.02 -0.03
C -0.921 -0.108 0.455 -0.71 -1.36 -2.47
O -1.615 -1.211 -0.197 -0.81 -0.23 0.76
H 0.835 1.876 -0.353 -0.22 -0.22 -0.08
H 2.199 1.078 0.007 0.30 -0.24 -0.06
H 0.958 -1.030 0.413 0.63 0.19 0.21
H 0.547 -0.352 -1.154 -0.61 -0.34 0.15
H -1.496 0.747 0.094 0.51 0.51 0.33
H -1.109 -0.264 1.511 0.62 0.24 0.22
H -1.128 -1.673 -0.880 0.48 0.35 0.04
```
Forces are in eV/Å.

Properties
strongest force on any atom	2.90	eV/Å
highest occupied orbital energy	-9.40	eV
energy above the lowest of the compared OMol25 structures with the same formula, charge and spin	21.88	kcal per mole
orbital gap	10.4497	eV
SMILES	NCCO

=====

No. 2
ORCA calculation (ωB97M-V/def2-TZVPD) on a 3-piece molecular cluster, C24H47Cl4FNO5 overall in a non-equilibrium geometry.

The geometry in XYZ format:
```
82
Properties=species:S:1:pos:R:3:forces:R:3
C 6.622 -0.912 1.362 -0.10 0.00 0.16
C 6.057 0.160 0.430 0.65 -0.26 0.10
O 4.985 -0.368 -0.339 -0.26 0.05 0.28
C 3.934 0.521 -0.621 -0.14 0.02 -0.19
C 2.679 -0.001 0.065 0.50 -0.24 -0.04
O 1.594 0.905 -0.116 -0.23 -0.17 0.01
C 0.922 1.333 1.045 0.01 -0.07 -0.02
C -0.573 1.453 0.713 0.70 0.20 0.60
C -0.751 2.600 -0.309 0.36 -0.07 -0.16
O -1.599 2.260 -1.382 -0.30 -0.07 0.29
C -2.745 3.083 -1.582 0.08 0.05 -0.41
N -0.937 0.129 0.092 -0.24 -0.18 0.06
C -2.291 -0.463 0.444 -0.16 -0.30 -0.29
C -2.718 -1.386 -0.694 -0.51 -0.17 0.42
C -3.868 -2.321 -0.241 0.35 0.15 0.18
C -3.648 -3.815 -0.562 -0.63 0.05 0.10
C -3.477 -4.680 0.682 0.68 -0.17 0.37
O -4.732 -5.221 1.129 -0.40 0.33 -0.63
C -5.499 -4.388 1.851 0.26 0.44 0.90
O -5.092 -3.658 2.718 -0.07 -0.09 -0.60
C -3.338 0.587 0.763 -0.25 0.05 0.24
C -2.856 1.751 1.653 0.07 -0.51 0.17
C -1.372 1.624 2.016 -0.36 0.54 -0.39
C -0.904 2.855 2.828 -0.46 -0.06 0.29
C -0.330 2.497 4.207 -0.06 0.07 -0.11
C -1.322 2.657 5.354 0.10 -0.15 0.12
F 0.770 3.330 4.441 -0.04 -0.16 0.01
H 7.711 -0.912 1.345 0.00 -0.01 -0.01
H 6.270 -1.902 1.072 0.03 0.01 -0.14
H 6.314 -0.750 2.395 -0.04 -0.04 -0.01
H 6.854 0.477 -0.249 -0.15 0.18 -0.09
H 5.744 1.020 1.026 -0.15 0.08 -0.15
H 4.129 1.540 -0.277 0.12 -0.01 0.03
H 3.775 0.561 -1.703 0.02 0.04 0.00
H 2.914 -0.171 1.119 -0.14 0.17 0.08
H 2.429 -0.975 -0.370 -0.13 0.04 0.01
H 1.044 0.619 1.871 0.05 -0.06 -0.04
H 1.313 2.292 1.390 -0.01 0.05 0.01
H -1.077 3.500 0.214 -0.15 -0.03 0.01
H 0.238 2.815 -0.720 -0.04 0.00 -0.10
H -2.704 3.990 -0.980 -0.04 -0.02 0.09
H -3.660 2.527 -1.376 -0.02 0.06 0.15
H -2.771 3.383 -2.631 0.05 0.02 0.02
H -0.236 -0.536 0.417 0.08 -0.06 -0.20
H -0.840 0.159 -0.928 -0.08 0.30 -0.03
H -2.130 -1.102 1.315 0.20 0.24 0.13
H -3.067 -0.776 -1.526 0.33 -0.05 -0.16
H -1.870 -1.999 -1.007 0.05 0.11 -0.16
H -4.807 -1.960 -0.659 -0.01 -0.05 -0.05
H -3.970 -2.225 0.844 -0.11 -0.03 -0.02
H -4.537 -4.188 -1.074 0.16 -0.14 -0.16
H -2.807 -3.970 -1.237 0.06 0.08 0.00
H -3.028 -4.117 1.504 0.01 -0.01 -0.01
H -2.833 -5.535 0.493 -0.17 -0.10 -0.07
H -6.557 -4.428 1.576 -0.08 -0.41 0.02
H -3.808 0.946 -0.152 0.16 0.01 -0.09
H -4.125 0.048 1.293 -0.04 0.00 -0.08
H -3.444 1.749 2.571 0.04 0.18 0.03
H -3.017 2.714 1.171 -0.07 0.00 -0.05
H -1.232 0.736 2.641 0.05 -0.10 -0.11
H -0.187 3.478 2.297 0.13 -0.10 -0.03
H -1.781 3.484 2.993 0.09 0.13 -0.06
H 0.047 1.470 4.198 0.20 0.09 -0.06
H -1.255 1.828 6.057 0.04 0.04 0.03
H -1.085 3.570 5.899 -0.08 0.06 -0.08
H -2.352 2.713 5.005 -0.01 0.02 -0.04
Cl -2.410 0.394 -7.066 0.01 -0.01 -0.01
C -3.464 0.599 -5.650 -0.03 0.00 -0.04
C -2.669 0.833 -4.391 -0.06 0.10 0.03
Cl -1.745 -0.618 -3.908 0.12 0.02 -0.03
H -4.089 -0.285 -5.566 0.02 -0.02 0.00
H -4.099 1.463 -5.840 0.02 0.02 0.01
H -3.343 1.072 -3.568 -0.02 -0.05 0.00
H -1.959 1.646 -4.513 0.05 -0.03 -0.02
Cl 6.984 -0.243 -3.147 -0.02 0.06 -0.08
C 7.640 -1.896 -3.278 -0.03 -0.08 -0.02
C 8.449 -2.276 -2.065 0.00 -0.06 0.04
Cl 9.955 -1.334 -1.935 -0.01 0.02 0.02
H 8.231 -1.946 -4.188 0.04 0.05 0.02
H 6.791 -2.572 -3.372 -0.02 0.02 0.03
H 8.730 -3.325 -2.129 0.02 0.00 -0.03
H 7.881 -2.117 -1.152 -0.01 0.02 0.00
```
Forces are in eV/Å.

Properties
charge	+1
strongest force on any atom	1.04	eV/Å
highest occupied orbital energy	-11.87	eV
orbital gap	9.3901	eV

=====

No. 3
ORCA calculation (ωB97M-V/def2-TZVPD) on a 2-piece molecular cluster, C2H9N2S overall.

The geometry in XYZ format:
```
14
Properties=species:S:1:pos:R:3:forces:R:3
N -1.127 0.172 1.913 -0.36 0.57 -0.32
C -1.550 1.013 1.006 0.32 -0.01 -0.31
N -1.047 1.081 -0.205 -0.36 -0.35 0.39
H -0.390 -0.485 1.663 -0.03 0.05 0.36
H -1.519 0.269 2.833 0.21 -0.41 0.21
H -2.339 1.709 1.255 -0.07 0.02 0.14
H -1.534 1.629 -0.890 0.11 0.16 -0.25
H -0.367 0.373 -0.478 0.01 0.14 -0.11
C 1.922 -0.643 -1.470 0.11 0.15 0.01
S 1.251 -1.331 0.078 0.04 -0.10 0.06
H 1.560 0.370 -1.641 0.02 0.00 0.05
H 2.998 -0.611 -1.335 0.02 0.02 -0.13
H 1.681 -1.244 -2.339 -0.04 -0.19 0.12
H 0.461 -2.302 -0.389 0.02 -0.07 -0.22
```
Forces are in eV/Å.

Properties
charge	+1
strongest force on any atom	0.75	eV/Å
highest occupied orbital energy	-13.54	eV
energy above the lowest of the compared OMol25 structures with the same formula, charge and spin	1.94	kcal per mole
orbital gap	10.0704	eV

=====

No. 4
ORCA calculation (ωB97M-V/def2-TZVPD) on C9H10F9IrNO8S2Se2 as an isolated structure in a non-equilibrium geometry.

The geometry in XYZ format:
```
42
Properties=species:S:1:pos:R:3:forces:R:3
Ir 0.551 -0.026 0.364 -0.72 -0.88 -0.34
O -4.005 -0.897 1.422 -0.20 0.07 -0.08
C -3.178 -1.777 0.695 0.13 -0.02 -0.15
C -3.144 -1.487 -0.813 -0.17 0.08 0.02
C -4.533 -1.828 -1.389 0.06 0.00 0.11
O -4.660 -1.582 -2.783 0.04 -0.03 -0.09
C -2.861 -0.012 -1.121 0.53 0.01 0.28
Se -1.626 1.037 0.049 -0.25 -0.13 -0.19
C -2.143 -2.406 -1.502 0.30 0.08 0.26
Se -0.226 -2.159 -1.120 -0.29 0.18 -0.12
H -3.586 -0.024 1.405 0.16 -0.03 0.09
H -3.588 -2.779 0.855 0.07 -0.02 0.01
H -2.150 -1.760 1.075 -0.03 0.00 0.05
H -5.287 -1.273 -0.822 0.00 -0.03 0.00
H -4.724 -2.897 -1.265 -0.04 0.03 0.01
H -4.453 -0.657 -2.954 -0.04 0.03 0.06
H -3.788 0.563 -1.080 0.02 0.05 0.02
H -2.432 0.082 -2.119 -0.11 0.03 -0.05
H -2.245 -2.310 -2.584 0.06 -0.07 -0.02
H -2.356 -3.445 -1.238 0.06 -0.04 -0.07
F 2.299 4.713 -0.663 -0.03 0.10 0.09
C 1.578 4.963 0.433 0.13 -0.23 0.11
F 0.395 5.455 0.059 0.03 -0.06 0.03
F 2.207 5.889 1.162 -0.04 -0.08 -0.06
S 1.327 3.394 1.398 -0.26 0.48 -0.37
O 0.807 2.487 0.391 0.23 0.35 -0.06
O 0.459 3.757 2.471 0.07 0.08 0.18
N 2.809 3.086 1.831 -0.09 -0.27 -0.01
S 3.330 1.605 1.645 0.06 0.44 0.31
O 2.253 0.642 1.832 0.35 -0.17 -0.50
O 4.507 1.381 2.413 0.20 0.05 0.04
C 4.030 1.651 -0.113 0.23 0.30 -0.01
F 3.157 1.555 -1.104 -0.18 -0.11 0.22
F 4.624 2.855 -0.217 -0.04 -0.16 0.03
F 4.976 0.734 -0.265 -0.17 -0.23 0.08
F 3.256 -4.039 -0.347 0.02 0.09 0.09
C 3.536 -3.076 0.560 0.06 -0.06 0.08
F 3.600 -3.665 1.761 0.00 0.05 -0.14
F 4.753 -2.597 0.274 -0.12 -0.04 0.03
C 2.450 -1.976 0.500 0.20 -0.16 -0.06
O 1.523 -2.031 1.328 -0.14 0.11 0.06
O 2.559 -1.145 -0.425 -0.05 0.21 0.04
```
Forces are in eV/Å.

Properties
spin multiplicity	5
charge	-1
strongest force on any atom	1.19	eV/Å
highest occupied orbital energy (alpha / beta)	-4.85 / -5.84	eV
energy above the lowest of the compared OMol25 structures with the same formula, charge and spin	21.78	kcal per mole
orbital gap (alpha / beta)	7.1356 / 5.9077	eV
⟨S²⟩	6.016

=====

No. 5
ORCA calculation (ωB97M-V/def2-TZVPD) on C17H31CuN7O3PSSe as an isolated structure in a non-equilibrium geometry.

The geometry in XYZ format:
```
62
Properties=species:S:1:pos:R:3:forces:R:3
Cu -9.749 -10.482 11.629 0.43 -0.97 0.15
C -12.093 -11.205 15.164 0.76 -0.61 -0.64
C -11.435 -10.674 13.930 2.96 -1.00 -2.49
N -10.314 -11.192 13.391 -2.75 0.70 3.16
O -9.752 -12.185 14.163 0.17 -0.33 -0.76
C -11.977 -9.642 13.064 -1.19 0.36 0.45
C -13.083 -8.722 13.441 1.16 2.00 0.20
N -11.465 -9.534 11.866 0.98 -0.71 0.64
O -11.808 -8.662 11.044 -1.10 1.14 -0.60
H -11.338 -11.450 15.921 -0.28 -0.09 -0.23
H -12.653 -12.115 14.864 0.33 0.35 0.37
H -12.775 -10.479 15.537 -0.62 0.49 0.43
H -9.011 -12.504 13.526 -0.22 0.46 0.35
H -13.850 -8.767 12.698 -0.60 0.22 -0.59
H -12.681 -7.640 13.476 -0.62 -1.41 -0.34
H -13.528 -8.861 14.405 -0.13 -0.49 0.58
N -7.048 -8.651 13.547 0.37 -2.70 -0.61
C -7.624 -7.495 13.472 -1.82 1.98 -1.23
N -8.567 -7.197 12.584 0.95 -1.53 0.33
C -9.004 -5.931 12.693 -0.15 1.69 2.17
C -10.067 -5.263 11.995 1.87 -0.47 1.19
C -10.258 -3.920 12.298 0.27 0.40 0.25
C -9.491 -3.202 13.259 -0.49 -0.84 -0.36
C -8.539 -3.888 14.003 0.61 1.20 0.58
C -8.330 -5.229 13.799 -1.16 0.57 -2.02
S -7.161 -6.197 14.586 -0.05 -0.59 -0.27
H -7.412 -9.454 12.964 0.61 0.57 0.63
H -6.305 -8.794 14.200 0.03 -0.32 0.04
H -10.650 -5.822 11.273 0.00 0.12 -0.02
H -11.020 -3.418 11.727 -0.20 0.33 0.04
H -9.641 -2.152 13.501 -0.19 -0.19 -0.42
H -7.892 -3.305 14.706 -0.74 -0.66 -0.45
C -10.014 -11.830 6.430 1.43 1.16 -0.45
N -10.261 -11.005 7.630 -0.76 -2.04 -0.91
C -11.659 -10.625 7.750 -0.37 0.89 -0.33
P -9.075 -10.300 8.485 1.13 1.79 0.43
O -9.587 -9.822 9.804 0.17 -0.32 -0.59
N -7.755 -11.304 8.338 -0.87 0.51 -0.61
C -6.497 -10.795 8.837 0.46 -0.17 1.22
C -7.875 -12.741 8.454 -0.79 -0.16 0.91
N -8.595 -8.844 7.740 -0.30 -2.04 -0.98
C -7.935 -8.803 6.437 1.97 0.13 1.57
C -8.786 -7.567 8.320 1.46 1.39 0.91
H -10.043 -12.944 6.511 -0.12 0.85 0.46
H -8.980 -11.518 6.059 -1.40 -0.83 0.14
H -10.768 -11.498 5.703 0.32 -0.29 -0.13
H -12.316 -11.513 7.725 0.31 0.36 0.11
H -11.942 -9.943 6.899 0.16 -0.67 0.46
H -11.842 -10.030 8.647 0.12 -0.29 0.21
H -6.419 -9.746 8.576 0.35 0.19 -0.17
H -5.672 -11.407 8.390 -0.52 0.65 0.45
H -6.557 -10.877 9.975 0.66 -0.06 -1.30
H -8.914 -12.942 8.655 -0.46 -0.49 -0.03
H -7.369 -13.143 9.338 0.15 0.37 -0.18
H -7.582 -13.262 7.564 0.37 -0.20 -0.71
H -7.776 -9.823 6.054 -0.02 0.49 0.07
H -6.879 -8.320 6.643 -1.68 -0.76 -0.82
H -8.478 -8.194 5.721 -0.10 0.12 -0.16
H -9.379 -7.633 9.248 0.18 0.18 -0.57
H -9.178 -6.849 7.577 -0.33 -0.29 0.34
H -7.750 -7.143 8.575 -1.12 -0.27 0.02
Se -7.890 -11.919 11.799 0.41 0.12 0.11
```
Forces are in eV/Å.

Properties
spin multiplicity	2
charge	-1
strongest force on any atom	4.24	eV/Å
highest occupied orbital energy (alpha / beta)	-3.36 / -3.26	eV
energy above the lowest of the compared OMol25 structures with the same formula, charge and spin	0.00	kcal per mole
orbital gap (alpha / beta)	5.9681 / 5.8728	eV
⟨S²⟩	0.758

=====

No. 6
ORCA calculation (ωB97M-V/def2-TZVPD) on a 2-piece molecular cluster, C4H8O2 overall.

The geometry in XYZ format:
```
14
Properties=species:S:1:pos:R:3:forces:R:3
C 1.755 -1.040 0.474 0.05 -0.04 0.06
C 0.836 0.073 0.031 0.11 0.25 0.09
O 1.046 1.232 0.304 -0.09 -0.50 -0.13
C -0.354 -0.356 -0.794 0.19 -0.10 -0.06
C -1.718 -0.278 -0.249 -0.18 -0.12 0.19
O -1.251 0.645 -1.211 -0.01 0.08 -0.13
H 2.370 -1.361 -0.374 -0.10 0.02 0.08
H 2.412 -0.669 1.264 -0.09 -0.06 -0.12
H 1.192 -1.911 0.826 0.06 0.11 -0.07
H -0.146 -1.132 -1.534 -0.01 0.08 0.13
H -1.881 0.125 0.751 0.10 -0.01 -0.16
H -2.464 -0.991 -0.602 0.13 0.13 0.06
H -1.126 3.022 0.835 -0.05 0.07 -0.02
H -0.686 2.656 0.359 -0.12 0.09 0.10
```
Forces are in eV/Å.

Properties
strongest force on any atom	0.53	eV/Å
highest occupied orbital energy	-9.92	eV
energy above the lowest of the compared OMol25 structures with the same formula, charge and spin	69.35	kcal per mole
orbital gap	10.7618	eV
SMILES	CC(=O)[C@H]1CO1.[H][H]

=====

No. 7
ORCA calculation (ωB97M-V/def2-TZVPD) on a 5-piece molecular cluster, H10O5 overall.

The geometry in XYZ format:
```
15
Properties=species:S:1:pos:R:3:forces:R:3
O -8.480 -21.511 17.587 0.08 0.01 -0.17
H -7.849 -22.130 17.206 -0.08 0.03 0.04
H -8.831 -21.021 16.832 -0.02 -0.03 0.10
O -10.738 -16.063 18.287 0.02 -0.22 -0.20
H -10.770 -16.868 17.729 -0.09 0.27 0.25
H -11.236 -16.295 19.076 0.04 -0.02 -0.04
O -8.615 -19.348 15.398 0.18 0.17 -0.25
H -7.738 -19.153 15.757 -0.18 0.00 0.07
H -8.757 -18.678 14.717 0.10 -0.16 0.03
O -10.969 -18.436 16.770 -0.08 -0.42 -0.59
H -10.251 -18.771 16.201 -0.26 0.10 0.55
H -11.794 -18.827 16.415 0.38 0.35 0.24
O -13.453 -19.344 15.833 -0.30 -0.21 -0.15
H -13.837 -20.214 15.991 0.09 0.10 0.03
H -14.004 -18.946 15.149 0.11 0.03 0.09
```
Forces are in eV/Å.

Properties
strongest force on any atom	0.73	eV/Å
highest occupied orbital energy	-10.23	eV
energy above the lowest of the compared OMol25 structures with the same formula, charge and spin	18.76	kcal per mole
orbital gap	10.5702	eV
SMILES	O.O.O.O.O

=====

No. 8
ORCA calculation (ωB97M-V/def2-TZVPD) on a single C5H6O molecule in a non-equilibrium geometry.

The geometry in XYZ format:
```
12
Properties=species:S:1:pos:R:3:forces:R:3
C 1.009 -2.299 -1.093 1.58 -0.53 -1.11
C 1.072 -1.677 0.289 -0.15 -1.82 1.32
C 0.211 -0.506 0.249 -1.14 2.83 1.05
C -0.412 0.558 0.236 0.88 -1.98 0.95
C -1.017 1.843 0.661 0.89 0.23 -1.29
O -1.262 2.721 -0.144 -0.17 -0.65 1.09
H 1.505 -1.543 -1.787 -0.75 -1.29 0.47
H 1.577 -3.263 -1.080 -0.19 0.87 -0.27
H 0.006 -2.568 -1.453 0.20 0.49 0.30
H 0.771 -2.506 1.095 0.28 2.10 -1.50
H 2.135 -1.400 0.554 -1.17 -0.09 -0.33
H -1.073 1.992 1.772 -0.25 -0.16 -0.68
```
Forces are in eV/Å.

Properties
strongest force on any atom	3.23	eV/Å
highest occupied orbital energy	-10.25	eV
energy above the lowest of the compared OMol25 structures with the same formula, charge and spin	53.70	kcal per mole
orbital gap	10.5179	eV
SMILES	CCC#CC=O